The following is a DFT calculation (ωB97M-V/def2-TZVPD) of an isolated molecule of C3H5N3.

```
11
Properties=species:S:1:pos:R:3:forces:R:3
N 1.8447 -0.6360 -0.1816 0.47 0.28 -0.46
N -0.1349 -0.1447 -0.0788 0.16 -0.01 0.10
N 0.6449 -1.1322 -0.4397 -0.95 0.22 -0.02
C 0.5759 0.9138 0.3861 0.17 0.30 -0.03
C -1.5946 -0.1105 -0.0366 -0.11 0.02 0.09
C 1.9464 0.6460 0.3261 -0.41 -0.35 -0.26
H -0.0042 1.7947 0.6434 0.46 -0.10 0.16
H -1.8909 -0.1692 1.0124 -0.10 -0.12 -0.15
H 2.6028 -1.1619 -0.6081 -0.14 0.08 0.58
H -2.1142 -0.8784 -0.6114 0.53 -0.03 -0.01
H -1.8760 0.8783 -0.4117 -0.08 -0.28 0.01
```
Positions in Å, forces in eV/Å.

Total charge ... 0
HOMO level ... -0.3088 Eh
F_max ... 0.019 hartree/bohr
HOMO-LUMO gap ... 9.2 eV
E_LUMO ... 0.8313 eV
Energy relative to the best compared isomer or geometry (same formula, charge and spin) ... 72.2 kcal per mole